<1>
Density functional theory data (ωB97M-V with the def2-TZVPD basis set) for 2 unconnected molecules or ions with the total composition C2H5ClS.

Gap between HOMO and LUMO = 0.312 Ha
SMILES = CC=S.Cl
Charge = 0
LUMO level = -0.0231 Eh

Geometry (Å):
C1 0.2021 -0.2119 0.0781
C2 0.3621 1.1669 -0.3220
S1 -0.8946 2.1630 -0.0066
H1 -0.8049 -0.5087 0.4876
H2 0.5001 -0.8814 -0.7977
H3 1.0267 -0.6175 0.8602
H4 1.1311 1.5917 -0.8892
Cl1 -3.6533 -0.5509 0.1412
H5 -2.1783 -0.2064 0.0959

---

<2>
Density functional theory data (ωB97M-V with the def2-TZVPD basis set) for C2H5ClS in the gas phase.

Gap between HOMO and LUMO = 0.380 Ha
SMILES = SCCCl
Charge = 0
LUMO level = 0.0279 Eh

Geometry (Å):
S1 -0.7573 0.3535 1.9308
C1 -0.6489 -0.4498 0.2864
C2 0.5299 -0.2011 -0.5563
Cl1 0.7726 1.4960 -1.4929
H1 0.0174 1.5149 1.3502
H2 -1.4084 -0.2734 -0.5009
H3 -0.4122 -1.4931 0.3331
H4 0.3164 -0.8888 -1.2776
H5 1.5905 -0.0582 -0.0726

---

Unit: hartree. Relative energies: <1> 0.0079; <2> 0.0000.